1.
Here is a molecular structure, C46H41FNO2P2PdS from the OMol25 dataset. Energies are from ωB97M-V/def2-TZVPD.

Element x y z (Å)
Pd -0.39611 0.08340 -0.03230
O 2.83829 -1.50730 0.60920
S 2.00009 -0.41060 0.14170
C 2.74989 0.16530 -1.41330
C 4.12069 0.25120 -1.57610
C 4.64019 0.64810 -2.80000
C 3.79019 0.93300 -3.85560
C 2.42419 0.74860 -3.72080
C 1.89409 0.33070 -2.50380
P 0.15149 -0.17320 -2.31270
C -0.56301 0.10880 -3.96850
C -0.52771 -0.87630 -4.95350
C -1.07791 -0.63270 -6.19890
C -1.65301 0.59740 -6.47850
C -1.68851 1.58270 -5.50480
C -1.15981 1.33600 -4.24990
C 0.28989 -1.99410 -2.26140
C 1.46849 -2.70990 -2.08220
C 1.42169 -4.08900 -1.96070
C 0.21319 -4.76050 -2.03180
C -0.96231 -4.05240 -2.23580
C -0.92691 -2.67620 -2.33360
C 2.37409 0.87610 1.37670
C 3.56109 1.58040 1.40510
C 3.90709 2.29780 2.54090
C 3.08449 2.27230 3.65290
C 1.87919 1.59350 3.61500
C 1.49919 0.90520 2.46820
P -0.06861 -0.02330 2.29740
C -1.36961 0.61790 3.38810
C -1.46741 1.89160 3.93840
C -2.65741 2.31020 4.51260
C -3.75801 1.46950 4.54610
C -3.65821 0.18510 4.02870
C -2.47941 -0.23120 3.44400
C 0.38909 -1.60560 3.05980
C 0.69759 -1.65570 4.41680
C 1.08459 -2.85360 4.98650
C 1.15329 -4.00070 4.20890
C 0.82919 -3.95240 2.86230
C 0.45249 -2.75390 2.28020
H 4.77899 -0.03680 -0.77090
H 5.70889 0.71410 -2.93360
H 4.19149 1.25040 -4.80620
H 1.77229 0.89560 -4.56900
H -0.07181 -1.83350 -4.74540
H -1.05561 -1.40440 -6.95440
H -2.07241 0.78680 -7.45470
H -2.13251 2.54220 -5.72450
H -1.20771 2.09970 -3.48400
H 2.42549 -2.20960 -2.04550
H 2.34039 -4.63550 -1.81230
H 0.18219 -5.83530 -1.93780
H -1.90431 -4.57420 -2.32320
H -1.83951 -2.11060 -2.48890
H 4.21559 1.58540 0.54840
H 4.82979 2.85630 2.56150
H 3.38039 2.78540 4.55370
H 1.23479 1.58630 4.47970
H -0.62281 2.56320 3.92080
H -2.72781 3.30800 4.92050
H -4.69251 1.81310 4.96550
H -4.50701 -0.48360 4.06600
H -2.40041 -1.21870 3.00350
H 0.62989 -0.76140 5.02020
H 1.33099 -2.89480 6.03780
H 1.45629 -4.93480 4.65970
H 0.86859 -4.85040 2.26320
H 0.19409 -2.70440 1.22810
C -5.46201 -1.69520 -0.27540
N -4.06261 -1.35560 -0.27810
C -3.70141 -0.12810 -0.94570
C -3.13831 -2.10970 0.31360
O -1.94051 -1.88140 0.34730
H -6.04021 -0.92180 0.23430
H -5.61941 -2.64050 0.24060
H -5.83171 -1.78630 -1.29920
H -4.18831 0.71780 -0.45770
H -3.99601 -0.15950 -1.99670
H -2.60751 -0.00990 -0.86950
H -3.55691 -3.01460 0.78610
F 3.67259 4.90690 0.08290
C 2.47969 4.28970 0.14350
C 1.73819 4.34930 1.31860
C 0.52379 3.71350 1.37310
C -0.00411 3.02320 0.24840
C -1.26881 2.41340 0.26690
C 0.78879 3.00280 -0.93450
C 2.01249 3.61920 -0.98270
H 2.12019 4.90110 2.16280
H -0.06411 3.75640 2.27500
H -1.78141 2.24840 -0.68050
H -1.89251 2.52370 1.14470
H 0.40279 2.50700 -1.82070
H 2.61149 3.60580 -1.88080

Values from the calculation:
calculated total energy	-89556.419	eV
HOMO-LUMO gap (spin up / spin down)	0.2402 / 0.2572	Ha
highest occupied orbital energy (spin up / spin down)	-8.82 / -10.84	eV
spin multiplicity	3
net charge	+1
energy above the lowest of the compared OMol25 structures with the same formula, charge and spin	16.41	kcal per mole

2.
Here is a molecular structure, C14H42O11PRb4 from the OMol25 dataset. Energies are from ωB97M-V/def2-TZVPD.

Element x y z (Å)
Rb 2.33137 -23.44062 -7.87805
Rb 9.31006 -24.04475 -1.73262
Rb 4.62154 -23.04970 2.26238
Rb 2.84860 -16.66659 -1.66464
P 4.50085 -21.43308 -3.26660
O 5.13621 -22.70094 -3.89132
O 5.51809 -20.70447 -2.34167
O 3.22798 -21.86237 -2.36375
O 4.04816 -20.58259 -4.42417
C 10.27499 -20.04050 -6.90559
C 10.58697 -18.99086 -5.78278
O 9.41589 -18.48653 -5.14209
H 9.53099 -20.75575 -6.55489
H 11.17112 -20.58769 -7.19824
H 9.96789 -19.45532 -7.77239
H 11.08409 -18.22845 -6.38254
H 11.38619 -19.36116 -5.14074
H 8.99694 -19.16999 -4.61392
C -1.84597 -19.57343 -4.93337
C -1.55188 -18.69085 -6.19714
O -0.25804 -18.14644 -6.22649
H -2.86666 -19.92420 -5.08586
H -1.76729 -18.89204 -4.08625
H -1.13320 -20.39788 -4.95189
H -2.27283 -17.87334 -6.19929
H -1.74155 -19.23247 -7.12384
H 0.44030 -18.75316 -5.96990
C -2.05379 -27.20658 -2.15179
C -1.76398 -25.77892 -2.69132
O -0.39146 -25.84588 -3.02390
H -1.68018 -27.98875 -2.81264
H -3.13110 -27.36433 -2.10040
H -1.66401 -27.35973 -1.14546
H -1.92554 -25.03665 -1.90962
H -2.34781 -25.61050 -3.59624
H -0.04404 -24.98175 -2.79112
C 8.73389 -16.08033 1.10476
C 8.49132 -17.23234 2.04685
O 7.23092 -17.77512 1.77847
H 9.53802 -15.50109 1.55860
H 7.94395 -15.36518 0.87532
H 9.19653 -16.41074 0.17476
H 8.51571 -16.94123 3.09697
H 9.24425 -18.01232 1.93363
H 7.30878 -18.05747 0.86424
C 9.46117 -26.95078 -8.09361
C 8.56474 -27.73608 -7.22510
O 7.32909 -27.02541 -7.24522
H 9.56661 -25.95962 -7.65248
H 9.16014 -26.84210 -9.13557
H 10.49313 -27.29892 -8.04947
H 8.89423 -27.82617 -6.19000
H 8.38841 -28.75851 -7.55923
H 7.33304 -26.24259 -6.68954
C -2.60508 -20.46686 2.22726
C -1.27678 -21.09998 2.36551
O -0.44470 -20.32058 1.48305
H -2.58080 -19.46229 2.64959
H -3.24910 -21.07486 2.86261
H -3.15015 -20.45646 1.28339
H -1.51774 -22.08875 1.97514
H -0.93949 -21.08395 3.40190
H -0.06682 -20.83508 0.76605
C 5.34866 -16.49718 -11.37812
C 5.15070 -16.58165 -9.89361
O 5.06110 -18.03158 -9.61419
H 6.40780 -16.70535 -11.52973
H 5.03962 -15.53268 -11.78105
H 4.76943 -17.19815 -11.97915
H 4.18096 -16.16756 -9.61748
H 5.92535 -16.17247 -9.24509
H 4.80004 -18.15829 -8.69909

Values from the calculation:
calculated total energy	-49619.396	eV
HOMO-LUMO gap	0.0871	Ha
highest occupied orbital energy	-5.14	eV
net charge	+1
energy above the lowest of the compared OMol25 structures with the same formula, charge and spin	330.70	kcal per mole

3.
Here is a single C3H3NO molecule from the OMol25 dataset. Energies are from ωB97M-V/def2-TZVPD.

Element x y z (Å)
O -0.11475 0.06776 1.33209
C -1.10137 -0.31047 0.41043
C -0.64391 -0.41624 -0.87310
C 0.75293 -0.01315 -0.61480
N 1.03334 0.19541 0.77034
H -2.05598 -0.46787 0.89284
H 0.51713 1.08933 -0.64244
H 1.61261 -0.14476 -1.27536

Values from the calculation:
calculated total energy	-6691.086	eV
HOMO-LUMO gap (spin up / spin down)	0.2970 / 0.2971	Ha
highest occupied orbital energy (spin up / spin down)	-9.00 / -9.00	eV
energy above the lowest of the compared OMol25 structures with the same formula, charge and spin	124.67	kcal per mole

4.
Here is a molecular structure, C5H8N2O from the OMol25 dataset. Energies are from ωB97M-V/def2-TZVPD.

Element x y z (Å)
C 0.57422 -1.39654 -0.31148
C -1.78851 0.50569 -0.05298
C 0.54829 0.03929 -0.02492
C 2.41804 0.79838 0.05710
C -2.53112 0.23008 1.01403
O -2.25792 0.61816 -1.32153
N 0.01033 1.09783 0.19775
N 3.34287 -0.03187 -0.08121
H -3.20370 0.84868 -1.31497
H 4.29206 0.36463 -0.13602
H 2.53082 1.88573 0.17649
H -0.18512 -1.62721 -1.06049
H 1.56546 -1.66526 -0.68498
H 0.36929 -1.95548 0.60352
H -2.06544 0.09207 1.97972
H -3.61958 0.19585 0.95997

Values from the calculation:
calculated total energy	-10336.880	eV
HOMO-LUMO gap	0.3194	Ha
highest occupied orbital energy	-8.03	eV
energy above the lowest of the compared OMol25 structures with the same formula, charge and spin	134.82	kcal per mole

5.
Here is a single C29H32FN3O4 molecule from the OMol25 dataset. Energies are from ωB97M-V/def2-TZVPD.

Element x y z (Å)
O 2.74329 0.57165 1.36247
C 1.98727 0.97257 0.50553
N 1.11348 1.98271 0.69653
C 0.81980 2.49265 2.01522
C -0.47933 1.88240 2.56203
C -0.90930 2.49656 3.90535
C -2.05921 3.42376 3.51241
C -2.63900 2.67989 2.31304
O -1.52553 2.14365 1.62820
C 2.08443 0.49251 -0.96550
C 2.68163 -0.89307 -1.06817
C 4.00588 -1.06463 -0.67836
C 4.61033 -2.30569 -0.74891
C 3.87809 -3.37608 -1.22775
F 4.46380 -4.59134 -1.31489
C 2.56360 -3.23429 -1.62834
C 1.97032 -1.98667 -1.54233
N 0.87737 0.69407 -1.73404
C 1.00006 1.53741 -2.90774
C 1.74964 0.89858 -4.08069
C 1.11269 -0.39421 -4.62706
C 2.30856 -1.32135 -4.88607
C 3.52062 -0.42399 -4.59774
O 3.07279 0.56464 -3.70009
C -0.37571 0.26693 -1.39804
O -1.33927 0.54222 -2.11298
C -0.62926 -0.46050 -0.15122
C 0.06961 -1.18624 0.80397
C -0.85400 -1.60553 1.76196
C -2.10870 -1.13268 1.39051
C -3.38374 -1.24276 2.07144
C -3.52349 -2.07975 3.18146
C -4.72846 -2.17442 3.84903
C -5.82252 -1.43660 3.42677
C -5.69910 -0.60292 2.32770
C -4.49585 -0.50516 1.65582
N -1.94009 -0.46669 0.22754
H 0.40074 2.16116 0.00505
H 0.72032 3.57999 1.95407
H 1.65705 2.22739 2.66315
H -0.34253 0.79655 2.64391
H -0.08806 3.02243 4.38698
H -1.26660 1.71532 4.57564
H -2.78652 3.56208 4.30812
H -1.67870 4.39744 3.20221
H -3.18231 3.31940 1.61537
H -3.30026 1.86714 2.64896
H 2.83326 1.16737 -1.40189
H 4.56485 -0.22072 -0.30789
H 5.63489 -2.44904 -0.44451
H 2.01752 -4.08906 -1.99615
H 0.94141 -1.87735 -1.84678
H 1.51802 2.46112 -2.62842
H -0.01340 1.77548 -3.24048
H 1.79231 1.65353 -4.88584
H 0.42912 -0.81753 -3.89460
H 0.54892 -0.18748 -5.53449
H 2.32947 -1.69800 -5.90634
H 2.29991 -2.16722 -4.20139
H 3.87720 0.04986 -5.52483
H 4.34818 -0.95016 -4.12143
H 1.11509 -1.41147 0.82605
H -0.61925 -2.18023 2.63592
H -2.68047 -2.66410 3.51516
H -4.81711 -2.82893 4.70388
H -6.76432 -1.51119 3.94949
H -6.54697 -0.02325 1.99211
H -4.42217 0.15905 0.80734
H -2.64030 0.00279 -0.32544

Values from the calculation:
calculated total energy	-45971.455	eV
HOMO-LUMO gap	0.3083	Ha
SMILES	O=C(NC[C@H]1CCCO1)[C@@H](c1ccc(F)cc1)N(C[C@@H]1CCCO1)C(=O)c1ccc(-c2ccccc2)[nH]1
highest occupied orbital energy	-7.85	eV
energy above the lowest of the compared OMol25 structures with the same formula, charge and spin	1.24	kcal per mole

What is the formula in the fourth record? C5H8N2O

Number 3 is which compound? C3H3NO